Record 1
Density functional theory data (wB97M-V/def2-TZVPD) for a cluster of 14 separate species, C8H40O13 in total in a non-equilibrium geometry.

Computed properties:
HOMO: -0.3294 Ha
DFT total energy: -35561.1746 eV
HOMO-LUMO gap: 8.842 eV
Energy relative to the best compared isomer or geometry (same formula, charge and spin): 27.2 kcal/mol

The geometry in XYZ format:
```
61
Properties=species:S:1:pos:R:3:forces:R:3:nbo_charge:R:1
C 0.111 -0.925 -2.443 -0.2892 1.7446 -0.2534 -0.644
C 0.159 -1.415 -1.027 0.5360 -1.1236 1.5991 -0.452
C -0.958 -0.943 -0.076 0.3912 -0.0629 -0.3487 0.030
C -1.710 0.150 -0.244 0.5108 -0.6342 -0.3300 -0.449
C -0.504 -1.868 2.222 0.5593 -0.7650 0.7402 -0.171
C -1.188 -1.866 1.083 -1.1151 0.2523 1.0336 -0.050
C -2.456 -2.693 1.059 -0.4020 0.0440 -1.7712 -0.644
C 0.478 -0.835 2.577 2.7002 0.6096 -1.1842 -0.681
H 0.043 -1.651 -3.222 -0.1886 -1.0347 -0.2090 0.220
H 1.018 -0.364 -2.703 -0.6178 0.1989 0.2778 0.215
H -0.778 -0.274 -2.588 0.6348 -0.3091 -0.0562 0.218
H 1.121 -1.151 -0.528 -0.8136 0.4411 -0.3649 0.209
H 0.285 -2.520 -0.944 -0.6520 0.5352 -0.2944 0.237
H -1.690 0.789 -1.136 0.1032 -0.2025 0.5538 0.211
H -2.431 0.357 0.526 -0.5191 0.1866 -0.3041 0.194
H -0.519 -2.748 2.892 -0.8559 0.6189 -0.1880 0.204
H -2.246 -3.724 0.839 0.0203 -0.7006 -0.0227 0.220
H -3.155 -2.641 1.883 0.5347 0.1911 0.7393 0.228
H -3.065 -2.329 0.224 0.0981 -0.1837 -0.1448 0.216
H 0.136 0.186 2.590 -0.1862 -0.0584 -0.3047 0.229
H 1.228 -0.894 1.731 -0.2288 0.5181 0.9733 0.211
H 1.048 -0.852 3.515 -0.2808 -0.9157 -0.1132 0.228
H -3.508 2.340 -1.142 0.1475 -1.1730 -0.2315 0.479
H -4.145 2.983 -0.092 -0.5547 -0.3124 0.8447 0.465
O -3.993 2.058 -0.346 0.2849 1.6833 -0.6187 -0.939
H 1.798 2.003 0.952 0.0831 -0.9841 -0.1069 0.528
H 3.212 2.349 0.545 -0.3552 -1.0148 0.0134 0.474
O 2.612 1.565 0.559 0.4110 2.0716 0.2161 -1.004
H 1.783 -5.172 -0.914 0.0606 -0.0330 -0.1898 0.457
H 2.650 -3.934 -0.742 0.0820 -0.0208 -0.1733 0.495
O 2.374 -4.593 -1.408 -0.2175 -0.0677 0.2568 -0.975
H -1.414 0.733 1.876 -0.1922 0.3914 1.1408 0.513
H -2.482 1.623 2.518 0.2649 -0.2202 0.4695 0.520
O -1.608 1.206 2.734 -0.3598 0.3749 -1.6640 -1.012
H 2.103 -1.067 -4.298 0.1695 0.1450 -0.1717 0.476
H 2.877 -0.639 -3.056 0.2118 0.3289 -0.6392 0.494
O 2.744 -0.409 -4.004 0.1648 -0.3024 0.6604 -0.966
H -0.328 2.231 2.210 0.1799 -0.0260 0.1007 0.510
H 0.104 3.226 1.104 0.0344 0.0878 -0.1825 0.497
O 0.445 2.558 1.709 0.0317 0.4883 -0.0728 -0.996
H 0.513 2.996 -1.527 -0.3774 -0.5567 0.5938 0.462
H 0.862 4.375 -1.561 -0.6393 0.1136 1.0782 0.479
O 0.315 3.775 -0.996 1.2017 0.7342 -1.3384 -0.941
H -4.774 1.436 1.884 0.0716 0.2257 -0.0541 0.489
H -4.144 0.382 2.749 0.0556 0.0306 0.4029 0.494
O -4.205 1.344 2.658 -0.4942 -0.3095 -0.3666 -0.948
H -0.176 1.827 -2.749 0.0131 0.1652 -0.5168 0.469
H -0.871 3.028 -3.530 0.4067 -0.1176 0.1628 0.484
O -0.988 2.151 -3.153 -0.5682 -0.2966 0.0385 -0.947
H -2.213 0.052 3.820 0.1504 -0.6131 0.4862 0.490
H -1.814 -1.280 4.517 -0.0103 0.0456 -0.0877 0.466
O -2.560 -0.695 4.362 -0.2846 0.2714 -0.1094 -0.985
H 2.783 -1.711 -0.401 0.8649 -0.6546 0.9501 0.503
H 3.007 -2.290 1.068 -0.1285 0.1848 -0.0236 0.480
O 3.144 -2.469 0.135 -0.3238 -0.1092 -0.3340 -0.990
H 4.400 -0.504 -1.044 0.0092 0.2043 0.2896 0.497
H 3.232 0.490 -0.517 0.1513 -0.2127 0.1874 0.518
O 3.470 -0.268 -1.095 -0.3218 0.2768 -1.0731 -1.012
H 3.316 2.171 -2.236 0.0815 -0.0954 -0.0145 0.464
H 3.180 1.793 -3.695 0.0234 -0.1513 -0.0692 0.495
O 3.371 2.545 -3.121 -0.2679 0.0976 0.1181 -0.961
```
Forces are in eV/Å.

***

Record 2
Density functional theory data (wB97M-V/def2-TZVPD) for an isolated molecule of C4H5NO.

Computed properties:
HOMO: -0.3575 Ha
DFT total energy: -7761.2360 eV
HOMO-LUMO gap: 9.462 eV
Energy relative to the best compared isomer or geometry (same formula, charge and spin): 122.0 kcal/mol

The geometry in XYZ format:
```
11
Properties=species:S:1:pos:R:3:forces:R:3:nbo_charge:R:1
C 1.248 0.035 0.995 0.0588 0.0202 -0.0123 -0.640
C 0.257 -0.825 0.258 -0.0654 0.0710 0.3407 -0.115
C -1.972 1.121 -0.633 -0.0372 0.0005 -0.4531 0.142
O -1.295 0.406 -1.529 -0.1725 0.1572 0.2713 -0.463
C -0.363 -0.398 -0.943 0.4954 -0.4658 0.0811 0.460
N 0.532 -1.202 -1.253 -0.4013 0.3907 -0.1019 -0.320
H 2.039 -0.570 1.448 -0.0909 0.0534 -0.0450 0.218
H 1.707 0.764 0.321 -0.0495 -0.1136 0.0769 0.217
H 0.735 0.587 1.791 0.0798 -0.1005 -0.0960 0.229
H -0.228 -1.610 0.839 0.1245 0.0399 -0.1135 0.193
H -2.660 1.692 -1.294 0.0584 -0.0530 0.0518 0.079
```
Forces are in eV/Å.

***

Record 3
Density functional theory data (wB97M-V/def2-TZVPD) for an isolated molecule of C23H23F6N4O5PS2 in a non-equilibrium geometry.

Computed properties:
HOMO: -0.3081 Ha
DFT total energy: -87659.0566 eV
HOMO-LUMO gap: 6.133 eV
Energy relative to the best compared isomer or geometry (same formula, charge and spin): 574.4 kcal/mol
SMILES: N=[PH2][C@]1(C(=O)C(F)(F)C(F)(F)C(F)(F)C(=O)O)NC(=O)[C@H](COc2ccccc2)[C@@H]1CCCSC(=S)n1ccnc1

The geometry in XYZ format:
```
64
Properties=species:S:1:pos:R:3:forces:R:3:nbo_charge:R:1
N -2.069 2.728 -1.301 -0.7738 -1.5331 0.4843 -1.298
P -2.587 1.304 -0.730 -0.8963 2.4672 -1.1265 1.264
C -1.799 0.730 0.898 1.4623 1.6612 2.0132 -0.269
C -2.466 -0.421 1.837 4.3112 -1.0327 5.1819 0.513
O -1.787 -0.708 2.985 -4.9542 1.5277 -7.4110 -0.472
C -3.854 -1.246 1.625 0.4367 -2.4175 -0.4689 0.580
F -4.608 -0.973 0.390 2.2816 -0.5825 4.0213 -0.309
F -3.475 -2.708 1.568 -1.1710 4.3597 -0.0079 -0.324
C -4.732 -1.087 3.020 0.0856 0.6049 1.9012 0.615
F -4.230 -2.024 4.094 -1.6469 3.1838 -3.7767 -0.304
F -4.575 0.307 3.527 -0.4600 -4.2474 -1.6508 -0.322
C -6.329 -1.416 2.854 -2.5273 0.5370 2.2541 0.584
F -6.940 -1.196 4.219 1.9108 -0.3960 -4.1515 -0.324
F -7.067 -0.518 1.936 2.7833 -3.0742 2.7847 -0.299
C -6.561 -3.033 2.543 0.1666 -4.9539 -4.6262 0.713
O -6.454 -3.560 1.320 -0.5644 4.0175 8.0564 -0.506
O -6.852 -3.914 3.723 1.4415 2.5804 -3.0623 -0.682
N -1.856 2.022 1.741 0.1655 0.7384 0.4620 -0.712
C -0.496 2.723 1.950 1.7445 3.3221 -0.2043 0.728
O -0.196 4.024 1.970 -2.5387 -8.6317 0.0979 -0.520
C 0.478 1.388 2.075 -0.2635 1.3201 0.0967 -0.364
C 2.095 1.582 2.240 -0.1743 0.9111 0.2365 -0.080
O 2.625 0.546 3.189 -1.2704 -1.9756 -2.8817 -0.556
C 2.467 -0.785 2.559 -0.2892 -2.6145 -1.0485 0.282
C 1.318 -1.838 3.149 3.0602 -0.9935 -4.1169 -0.278
C 1.211 -3.282 2.314 2.3708 2.7397 -0.9706 -0.227
C 2.186 -3.624 1.001 0.6209 3.3882 1.6821 -0.247
C 3.358 -2.565 0.472 -3.1206 1.5039 3.9908 -0.223
C 3.468 -1.145 1.282 -2.4801 -2.3497 0.9475 -0.295
C -0.139 0.547 0.811 0.1080 -3.6233 0.3135 -0.225
C 0.577 0.631 -0.666 1.2907 0.3176 0.4211 -0.447
C 1.118 2.129 -1.081 0.8030 0.1228 -1.0006 -0.448
C 1.218 2.150 -2.751 -0.7484 0.2008 -0.2824 -0.488
S 3.059 2.357 -3.219 0.6509 -1.0156 -1.0591 0.227
C 3.330 1.863 -5.005 -1.5930 0.2307 -1.7907 -0.055
S 2.045 2.160 -6.126 2.5735 -0.8385 2.2673 -0.015
N 4.610 1.224 -5.535 0.6513 -1.1882 -0.6961 -0.483
C 4.474 0.062 -6.525 4.7786 0.0717 -0.0536 -0.077
C 6.033 -0.390 -6.919 -4.8262 4.9294 4.3438 -0.097
N 6.864 0.569 -6.095 -3.5796 1.2884 0.7137 -0.458
C 6.070 1.565 -5.275 -1.0068 -4.9988 -3.6998 0.127
H -2.864 3.404 -1.348 0.9820 -0.8286 0.3252 0.390
H -4.022 1.476 -0.465 1.1491 -0.9843 0.0360 -0.006
H -2.417 0.225 -1.693 -0.1941 0.3922 1.0122 -0.036
H -6.500 -4.838 3.561 -0.5483 1.5357 -0.4929 0.517
H -2.378 1.881 2.636 0.6952 0.5721 -1.0823 0.414
H 0.175 1.004 3.164 0.3324 0.2910 -2.6565 0.283
H 2.711 1.540 1.246 -1.3583 0.0982 1.8753 0.203
H 2.279 2.617 2.801 -0.3854 -2.2848 -1.3297 0.236
H 0.625 -1.573 4.073 1.7179 -0.6210 -2.2739 0.265
H 0.385 -4.050 2.684 2.0764 1.7418 -1.0430 0.242
H 2.071 -4.628 0.408 0.1204 2.1472 1.4717 0.238
H 4.066 -2.768 -0.446 -1.6852 0.3226 2.1246 0.251
H 4.259 -0.313 0.974 -1.8756 -2.0517 0.7435 0.246
H -0.047 -0.621 1.042 0.1156 2.5483 -0.2378 0.272
H 1.553 -0.054 -0.593 -2.1810 1.3620 -0.0619 0.257
H -0.075 0.121 -1.526 1.1712 1.3572 2.0536 0.231
H 2.235 2.346 -0.721 -2.4149 -0.8107 -0.4379 0.213
H 0.474 3.013 -0.654 0.9992 -1.9128 -1.2130 0.274
H 0.909 1.106 -3.203 0.3958 2.3412 0.8133 0.233
H 0.646 3.063 -3.217 0.9428 -2.1380 0.9072 0.264
H 3.457 -0.404 -6.925 2.3708 1.5733 1.3368 0.262
H 6.324 -1.255 -7.658 -0.2611 2.2093 1.9189 0.259
H 6.450 2.436 -4.555 -0.9778 -2.4176 -1.9732 0.262
```
Forces are in eV/Å.

***

Record 4
Density functional theory data (wB97M-V/def2-TZVPD) for a cluster of 2 separate species, C7H11N2O2 in total.

Computed properties:
HOMO: -0.1228 Ha
DFT total energy: -14513.4786 eV
HOMO-LUMO gap: 6.578 eV
Energy relative to the best compared isomer or geometry (same formula, charge and spin): 34.2 kcal/mol
Net charge: -1

The geometry in XYZ format:
```
22
Properties=species:S:1:pos:R:3:forces:R:3:nbo_charge:R:1
C 1.582 1.325 -3.169 -0.0554 -0.1764 -0.5347 -0.731
C 1.948 0.616 -1.853 -0.0524 -0.3112 0.5576 0.751
O 1.545 1.191 -0.815 0.2328 0.5194 -0.7030 -0.782
O 2.582 -0.465 -1.925 0.0487 0.1270 -0.2859 -0.796
H 2.065 2.305 -3.193 -0.1424 0.0697 0.0133 0.194
H 0.497 1.452 -3.217 0.0517 0.2040 0.0924 0.190
H 1.881 0.765 -4.062 0.1132 -0.0187 0.1745 0.184
C -1.430 -0.145 -0.016 -0.5054 -0.0713 -0.2326 -0.432
C -1.724 -1.571 -0.510 0.4944 0.1573 0.3544 -0.594
C -0.680 -0.111 1.271 0.2606 -0.1042 0.3907 0.107
C -1.156 -0.130 2.558 -0.3000 0.1534 -0.4741 -0.150
C 1.045 -0.016 2.556 -0.5245 -0.0699 -0.6206 0.143
N 0.686 -0.067 1.306 0.2661 -0.3065 0.2241 -0.367
N -0.053 -0.057 3.371 0.3188 0.0390 0.6399 -0.543
H -0.879 0.433 -0.757 0.2077 -0.0594 0.0334 0.264
H -2.397 0.344 0.116 -0.0518 0.1698 0.1396 0.180
H -2.142 -2.128 0.330 -0.1044 -0.1988 -0.1092 0.184
H -2.173 -0.132 2.907 0.0174 -0.0344 0.2766 0.196
H 2.069 0.102 2.875 -0.0971 -0.1466 0.2894 0.190
H -0.039 -0.078 4.376 -0.1034 0.0718 -0.1041 0.396
H -0.791 -2.054 -0.812 -0.1366 -0.0196 -0.0573 0.225
H -2.436 -1.579 -1.336 0.0622 0.0058 -0.0644 0.190
```
Forces are in eV/Å.

***

Record 5
Density functional theory data (wB97M-V/def2-TZVPD) for an isolated molecule of C3H3BrO2 in a non-equilibrium geometry.

Computed properties:
HOMO: -0.3898 Ha
DFT total energy: -77294.9840 eV
HOMO-LUMO gap: 11.113 eV
Energy relative to the best compared isomer or geometry (same formula, charge and spin): 29.5 kcal/mol
SMILES: O=C1O[C@H]1CBr

The geometry in XYZ format:
```
9
Properties=species:S:1:pos:R:3:forces:R:3:nbo_charge:R:1
C -0.125 -2.080 0.541 0.3382 -0.8841 -0.6866 0.763
C -0.120 -0.707 0.862 -0.4974 1.6982 -2.8528 -0.045
C -0.099 0.355 -0.366 -3.0453 -2.8384 2.6969 -0.404
O -0.583 -3.104 0.159 0.3553 0.2675 0.3364 -0.498
O 1.082 -1.519 0.824 0.6898 -1.5803 -0.2877 -0.470
Br -1.923 0.756 -1.042 0.6441 -0.4709 0.1513 -0.014
H -0.320 -0.497 1.866 -0.7956 1.3096 1.1494 0.212
H 0.496 -0.072 -1.119 0.8318 -0.0134 -0.9685 0.235
H 0.106 1.234 0.105 1.4793 2.5119 0.4616 0.221
```
Forces are in eV/Å.